Record 1
C5H15NO2 | the ωB97M-V functional and the def2-TZVPD basis

Last column: Löwdin charge in e.
CARTESIAN COORDINATES (ANGSTROEM)
C1 -2.086 -0.049 1.392  -0.095
C2 -1.687 0.874 0.250  -0.270
C3 -0.980 0.230 -0.928  -0.189
C4 0.492 -0.148 -0.629  -0.365
N1 1.266 0.069 -1.873  0.034
C5 0.601 -1.619 -0.159  -0.208
O1 1.754 -2.304 -0.660  -0.077
H1 -2.863 -0.739 1.048  0.078
H2 -2.479 0.493 2.242  0.069
H3 -1.261 -0.691 1.668  0.049
H4 -1.176 1.795 0.545  0.106
H5 -2.613 1.349 -0.100  0.103
H6 -0.934 0.938 -1.749  0.106
H7 -1.548 -0.624 -1.309  0.111
H8 0.803 0.640 0.049  0.109
H9 2.237 -0.066 -1.621  0.060
H10 1.048 -0.684 -2.510  0.071
H11 -0.276 -2.149 -0.521  0.112
H12 0.593 -1.707 0.913  0.102
H13 2.362 -2.444 0.079  0.087
O2 2.036 2.417 1.621  -0.066
H14 2.523 1.590 1.493  0.031
H15 2.189 2.830 0.758  0.041

Force components x, y, z for each atom (eV/Å):
C 0.1 -0.3 -0.7
C -1.2 0.9 -0.3
C 0.3 0.0 0.1
C -0.8 0.0 -1.4
N -0.1 0.2 0.7
C 0.3 0.2 0.0
O 0.2 0.1 0.4
H 0.0 0.1 0.0
H 0.1 0.1 0.3
H 0.3 0.0 0.5
H 0.6 -0.4 0.5
H -0.1 -0.4 -0.3
H 0.0 0.2 -0.1
H 0.0 -0.1 0.1
H 0.5 -0.4 0.6
H 0.2 -0.1 -0.3
H 0.0 -0.1 -0.3
H -0.1 -0.2 -0.2
H -0.1 0.1 0.6
H -0.2 0.0 -0.3
O 0.4 -0.3 -0.7
H -0.2 0.1 0.4
H -0.2 0.2 0.3

Values from the calculation:
structure (SMILES)	CCC[C@H](N)CO.O
energy above the lowest of the compared OMol25 structures with the same formula, charge and spin	27.7	kcal per mole
LUMO level	0.4	eV
M	121.18	g mol⁻¹
orbital gap	9.890	eV
HOMO	-9.4	eV

Record 2
C5H15NO2 | the ωB97M-V functional and the def2-TZVPD basis

Last column: Löwdin charge in e.
CARTESIAN COORDINATES (ANGSTROEM)
C1 -0.300 0.244 -2.727  -0.120
C2 -0.401 0.689 -1.325  -0.186
C3 -0.271 -0.039 -0.217  -0.140
C4 -0.515 0.624 1.126  -0.211
C5 0.518 0.234 2.191  -0.276
N1 0.023 -0.717 3.218  -0.032
H1 -0.917 0.700 -3.489  0.062
H2 -0.491 -0.801 -2.968  0.073
H3 0.694 0.509 -3.093  0.072
H4 -0.406 1.753 -1.151  0.097
H5 0.075 -1.100 -0.173  0.126
H6 -0.396 1.730 1.030  0.114
H7 -1.534 0.236 1.319  0.114
H8 0.837 1.121 2.766  0.106
H9 1.400 -0.221 1.781  0.096
H10 -0.840 -0.394 3.615  0.045
H11 -0.165 -1.694 2.979  0.062
O1 -1.843 -4.990 -0.527  -0.082
H12 -2.403 -4.217 -0.300  0.041
H13 -2.359 -5.447 0.167  0.040
O2 2.832 4.027 -1.135  -0.062
H14 3.017 4.469 -1.969  0.030
H15 3.444 3.284 -1.116  0.032

Force components x, y, z for each atom (eV/Å):
C 0.7 -0.4 -1.4
C 0.2 -0.6 0.5
C 0.7 0.2 0.0
C 0.9 -0.1 -0.8
C -1.2 -0.9 1.5
N 0.1 -0.3 0.3
H -0.7 0.9 0.4
H 0.4 -0.3 0.7
H 0.3 -0.3 -0.1
H -0.6 0.4 -0.2
H -0.8 0.7 -0.4
H -0.9 -0.7 -0.2
H 0.4 0.9 0.9
H -0.1 -0.3 -0.4
H 0.5 0.0 -0.5
H -0.2 0.3 0.2
H 0.5 0.6 -0.6
O -1.9 0.7 1.6
H 1.0 0.8 -1.3
H 1.0 -1.4 -0.4
O 0.1 -0.1 0.0
H 0.0 0.0 0.0
H -0.1 0.0 0.0

Values from the calculation:
structure (SMILES)	C/C=C/CCN.O.O
energy above the lowest of the compared OMol25 structures with the same formula, charge and spin	54.6	kcal per mole
LUMO level	0.6	eV
M	121.18	g mol⁻¹
orbital gap	9.410	eV
HOMO	-8.8	eV

Record 3
C5H15NO2 | the ωB97M-V functional and the def2-TZVPD basis

Last column: Löwdin charge in e.
CARTESIAN COORDINATES (ANGSTROEM)
C1 -1.395 -1.690 0.654  -0.060
C2 -1.275 -0.955 -0.745  -0.220
N1 -0.030 -0.143 -1.032  -0.105
C3 0.293 0.647 0.145  -0.407
C4 -0.612 1.863 0.462  -0.057
C5 1.758 1.226 -0.222  -0.123
O1 2.180 1.588 1.139  -0.072
H1 -2.438 -1.859 0.868  0.079
H2 -0.667 -2.399 0.526  0.017
H3 -1.054 -1.165 1.510  0.044
H4 -1.375 -1.630 -1.492  0.067
H5 -2.128 -0.259 -0.717  0.099
H6 -0.393 0.576 -1.831  0.180
H7 0.363 -0.041 1.047  0.137
H8 -1.414 1.968 1.306  0.116
H9 -0.036 2.762 0.510  0.055
H10 -1.167 1.979 -0.471  0.065
H11 1.776 2.131 -0.854  0.124
H12 2.303 0.364 -0.530  0.094
H13 1.543 1.763 1.726  -0.012
O2 1.186 -2.643 -0.737  -0.078
H14 1.447 -2.302 0.065  -0.028
H15 1.135 -1.781 -1.323  0.084

Force components x, y, z for each atom (eV/Å):
C -0.1 2.3 -1.8
C -0.5 3.1 3.3
N -3.0 1.1 -1.4
C 1.9 0.7 -0.5
C -2.0 0.0 0.0
C -3.0 0.1 4.5
O 5.8 -0.8 -4.3
H -0.1 -1.0 -0.3
H 0.7 -3.0 0.2
H 0.2 1.2 0.6
H -0.5 -2.2 -2.2
H 0.0 -0.1 -0.5
H 1.4 -2.1 2.3
H 0.5 0.9 -1.4
H 1.6 -1.0 -1.3
H 0.6 0.6 0.3
H -0.4 0.3 0.0
H -0.1 -0.7 0.0
H 0.9 -0.1 -0.5
H -4.2 1.0 2.8
O -0.7 0.9 -4.5
H 1.1 1.1 2.9
H -0.1 -2.2 1.7

Values from the calculation:
structure (SMILES)	CCN[C@H](C)CO.O
energy above the lowest of the compared OMol25 structures with the same formula, charge and spin	79.5	kcal per mole
LUMO level	0.8	eV
M	121.18	g mol⁻¹
orbital gap	10.310	eV
HOMO	-9.5	eV

Record 4
C5H15NO2 | the ωB97M-V functional and the def2-TZVPD basis

Last column: Löwdin charge in e.
CARTESIAN COORDINATES (ANGSTROEM)
C1 1.044 2.233 0.320  -0.109
C2 0.202 1.049 -0.177  -0.150
C3 -0.291 0.031 0.553  -0.382
C4 -0.606 0.257 2.002  -0.044
N1 -0.617 -1.188 -0.015  -0.029
C5 -1.519 -2.095 0.702  -0.097
H1 1.069 2.896 -0.546  0.061
H2 0.467 2.817 1.040  0.060
H3 2.032 1.910 0.625  0.063
H4 -0.036 1.087 -1.237  0.071
H5 -0.088 1.135 2.378  0.068
H6 -0.337 -0.592 2.638  0.082
H7 -1.665 0.464 2.124  0.085
H8 -0.620 -1.226 -1.004  0.096
H9 -2.260 -1.566 1.291  0.073
H10 -2.115 -2.654 -0.026  0.079
H11 -0.923 -2.875 1.179  0.080
O1 -1.614 -0.010 -3.339  -0.061
H12 -1.748 0.939 -3.398  0.034
H13 -0.676 -0.131 -3.521  0.035
O2 3.432 -0.700 -0.915  -0.067
H14 4.120 -1.177 -0.436  0.033
H15 2.748 -0.603 -0.239  0.017

Force components x, y, z for each atom (eV/Å):
C -2.0 -0.3 -0.9
C 0.3 0.3 -0.2
C 0.1 0.8 -0.3
C 0.8 -0.5 0.4
N -0.8 0.1 1.6
C 0.1 -0.5 -1.7
H 0.7 0.1 0.1
H 0.6 -0.1 0.5
H 0.1 0.4 0.2
H 0.5 -0.6 -0.1
H 0.1 0.0 -0.1
H -0.1 0.1 0.0
H -0.2 -0.1 0.0
H -0.1 0.1 -0.8
H 0.3 -0.1 0.6
H 0.0 0.1 -0.2
H -0.3 0.3 0.8
O 0.2 -0.1 0.0
H -0.1 0.1 0.0
H 0.0 0.0 0.0
O 0.0 -0.1 0.5
H 0.1 0.0 -0.2
H -0.2 0.1 -0.3

Values from the calculation:
structure (SMILES)	C/C=C(\C)NC.O.O
energy above the lowest of the compared OMol25 structures with the same formula, charge and spin	41.5	kcal per mole
LUMO level	0.8	eV
M	121.18	g mol⁻¹
orbital gap	8.062	eV
HOMO	-7.3	eV

Record 5
C5H15NO2 | the ωB97M-V functional and the def2-TZVPD basis

Last column: Löwdin charge in e.
CARTESIAN COORDINATES (ANGSTROEM)
C1 -0.495 0.756 -2.449  -0.006
C2 -0.569 -0.001 -1.342  -0.214
C3 0.568 -0.909 -0.974  -0.241
C4 1.712 -0.074 -0.439  -0.185
C5 1.196 0.982 0.625  -0.254
N1 0.991 0.284 1.894  -0.001
H1 -1.119 1.684 -2.594  0.066
H2 0.157 0.777 -3.326  0.056
H3 -1.258 0.421 -0.594  0.086
H4 0.841 -1.646 -1.767  0.125
H5 0.267 -1.698 -0.283  0.079
H6 2.495 -0.617 0.049  0.096
H7 2.136 0.382 -1.330  0.101
H8 1.952 1.764 0.629  0.107
H9 0.291 1.457 0.251  0.072
H10 1.691 0.543 2.584  0.074
H11 0.811 -0.696 1.768  0.065
O1 -1.923 0.547 1.798  -0.078
H12 -1.633 0.005 2.540  0.037
H13 -1.285 1.258 1.716  0.013
O2 -1.917 -1.828 0.527  -0.072
H14 -2.688 -1.661 1.086  0.044
H15 -2.221 -1.727 -0.372  0.030

Force components x, y, z for each atom (eV/Å):
C -1.1 1.7 -0.5
C 0.6 1.7 -1.3
C -0.6 -2.4 0.1
C -0.7 1.3 -0.1
C 0.9 -1.4 -1.3
N 0.1 1.7 0.3
H 0.0 -1.2 0.6
H 0.4 -1.1 0.5
H 0.3 -1.0 -0.2
H 0.2 1.3 -0.3
H -0.3 0.5 0.8
H 0.4 -0.6 0.2
H 0.2 0.6 0.1
H 0.1 0.1 0.7
H 0.0 0.0 0.1
H -0.2 -0.7 -0.3
H 0.3 -0.2 0.2
O -0.9 0.2 0.2
H 0.3 0.3 -0.2
H 0.3 -0.1 0.3
O -0.2 -0.7 0.6
H 0.2 0.1 -0.3
H -0.2 0.1 -0.3

Values from the calculation:
structure (SMILES)	C=CCCCN.O.O
energy above the lowest of the compared OMol25 structures with the same formula, charge and spin	55.0	kcal per mole
LUMO level	0.9	eV
M	121.18	g mol⁻¹
orbital gap	9.830	eV
HOMO	-9.0	eV

Record 6
C5H15NO2 | the ωB97M-V functional and the def2-TZVPD basis

Last column: Löwdin charge in e.
CARTESIAN COORDINATES (ANGSTROEM)
C1 -1.546 -1.366 2.202  -0.144
C2 -1.580 -0.367 1.088  -0.173
C3 -0.540 -0.486 0.193  -0.157
N1 -0.432 0.572 -0.806  -0.068
C4 0.341 0.110 -2.066  -0.160
C5 -0.756 -0.694 -3.034  -0.058
H1 -1.817 -2.308 1.843  0.039
H2 -0.444 -1.544 2.552  0.095
H3 -1.963 -0.917 3.122  0.072
H4 -2.379 0.334 0.902  0.089
H5 0.272 -1.223 0.296  0.114
H6 -1.193 1.120 -1.037  0.069
H7 0.971 -0.782 -1.644  0.114
H8 0.925 0.803 -2.561  0.053
H9 -1.105 -0.063 -3.787  0.029
H10 -1.521 -0.892 -2.286  0.047
H11 -0.474 -1.703 -3.270  0.048
O1 2.958 0.222 1.221  -0.040
H12 2.644 1.048 1.669  0.039
H13 3.084 -0.411 1.875  -0.007
O2 1.539 3.158 1.241  0.035
H14 1.862 2.771 0.471  0.007
H15 1.155 2.618 1.816  -0.044

Force components x, y, z for each atom (eV/Å):
C 2.7 1.9 1.8
C 2.9 -1.6 -1.6
C -2.8 3.5 0.1
N 4.9 -3.1 -0.9
C -3.1 -5.2 2.3
C 1.6 0.6 3.6
H -1.4 -1.6 0.2
H -1.6 0.4 -0.8
H -0.6 -1.0 -0.4
H -0.1 0.1 0.2
H -0.4 0.7 -0.2
H -2.0 0.9 -0.1
H -0.6 2.1 -0.9
H 1.0 1.7 -0.7
H -0.6 0.6 -1.5
H -0.6 0.2 -0.3
H 0.7 -0.1 -0.9
O -0.8 2.8 -1.4
H 0.5 -1.2 -0.5
H 0.3 -1.7 1.9
O 2.1 5.3 -1.4
H 0.4 -1.5 -1.8
H -2.6 -3.9 3.2

Values from the calculation:
structure (SMILES)	C/C=C/NCC.O.O
energy above the lowest of the compared OMol25 structures with the same formula, charge and spin	79.2	kcal per mole
LUMO level	0.7	eV
M	121.18	g mol⁻¹
orbital gap	8.368	eV
HOMO	-7.7	eV

Record 7
C5H15NO2 | the ωB97M-V functional and the def2-TZVPD basis

Last column: Löwdin charge in e.
CARTESIAN COORDINATES (ANGSTROEM)
C1 -0.470 0.584 -0.292  -0.116
N1 0.813 -0.001 -0.041  0.002
C2 1.580 -0.491 -1.171  0.007
C3 0.722 -0.899 1.137  -0.076
C4 -0.546 -0.483 1.887  -0.124
C5 -1.214 0.620 1.046  -0.112
H1 -0.235 1.607 -0.502  0.111
H2 -1.025 0.292 -1.176  0.161
H3 1.984 -1.491 -1.077  0.115
H4 1.049 -0.362 -2.112  0.117
H5 2.443 0.176 -1.257  0.130
H6 0.643 -1.900 0.721  0.139
H7 1.609 -0.827 1.763  0.151
H8 -1.225 -1.319 2.020  0.120
H9 -0.309 -0.181 2.912  0.127
H10 -1.195 1.598 1.519  0.117
H11 -2.254 0.373 0.942  0.119
H12 0.406 3.634 -0.487  0.020
H13 -0.984 3.725 0.180  0.027
O1 -0.141 4.179 0.084  -0.034
H14 -0.224 -2.313 -1.682  -0.025
H15 -0.724 -3.721 -2.061  0.058
O2 -0.703 -2.799 -2.352  -0.036

Force components x, y, z for each atom (eV/Å):
C -0.2 2.0 1.2
N -1.2 -3.4 -0.7
C 0.9 1.4 -0.4
C -0.2 0.9 0.5
C 0.2 0.1 0.7
C 0.0 -0.7 0.2
H 0.2 1.1 -0.6
H 0.2 -0.9 -0.2
H -0.2 -0.2 0.4
H -0.3 -0.1 0.1
H 0.3 0.0 -0.1
H 0.2 -0.2 -0.1
H 0.3 -0.1 -0.2
H 0.0 -0.3 -0.2
H 0.0 0.2 -0.3
H 0.4 0.0 0.0
H -0.5 0.0 -0.3
H 0.0 0.1 -0.2
H -0.1 0.1 -0.1
O 0.0 -0.1 0.2
H 0.1 -0.2 0.2
H 0.0 0.2 0.0
O -0.2 -0.1 -0.2

Values from the calculation:
multiplicity	2
⟨S²⟩	0.75
energy above the lowest of the compared OMol25 structures with the same formula, charge and spin	34.3	kcal per mole
LUMO level (alpha / beta)	-3.2 / -7.6	eV
charge	+1
M	121.18	g mol⁻¹
orbital gap (alpha / beta)	11.738 / 7.276	eV
HOMO (alpha / beta)	-14.9 / -14.9	eV

Record 8
C5H15NO3P | the ωB97M-V functional and the def2-TZVPD basis

Last column: Löwdin charge in e.
CARTESIAN COORDINATES (ANGSTROEM)
C1 -2.355 0.121 -1.303  -0.216
C2 -2.644 0.983 1.010  -0.084
C3 2.564 0.185 1.787  -0.046
C4 -3.320 0.762 -0.370  -0.289
C5 3.321 -0.491 -0.692  -0.148
N1 2.756 -0.656 -1.862  0.096
O1 -0.361 -1.000 0.084  -0.275
O2 2.202 -0.264 0.493  -0.149
O3 -2.638 -2.263 0.209  -0.199
P1 -1.771 -1.195 -0.227  0.620
H1 -1.556 0.793 -1.428  0.084
H2 -1.887 1.858 1.091  0.127
H3 -3.486 1.196 1.704  0.106
H4 -2.153 0.040 1.241  0.019
H5 1.775 0.888 2.152  0.121
H6 3.500 0.850 1.877  0.130
H7 2.875 -0.618 2.428  0.093
H8 -3.836 1.591 -0.740  0.104
H9 -4.115 0.037 -0.189  0.116
H10 3.748 0.568 -0.453  0.165
H11 3.981 -1.161 -0.253  0.120
H12 2.040 0.060 -2.140  0.153
H13 -2.657 -0.054 -2.252  0.073
H14 2.738 -1.503 -2.440  0.139
H15 1.278 -0.727 0.273  0.140

Force components x, y, z for each atom (eV/Å):
C 0.9 0.4 2.3
C -0.9 2.3 -0.5
C 0.8 2.2 1.4
C -0.5 -1.0 1.7
C 1.0 4.6 2.1
N -2.3 0.3 -2.3
O 1.7 -0.1 0.2
O -1.4 -1.3 -1.5
O -0.4 0.0 -0.1
P 0.3 -0.4 -1.2
H 1.5 0.7 0.0
H -1.1 -1.6 -0.4
H 0.9 -0.4 0.0
H 0.1 0.1 1.2
H 0.4 -1.2 0.0
H -1.2 -0.8 -1.4
H -0.7 -0.6 0.4
H -0.3 1.6 -0.7
H -0.2 0.0 0.1
H -0.5 -1.7 -1.0
H 0.9 -1.9 0.1
H 1.5 -1.0 0.1
H -1.5 -1.3 -2.7
H 0.1 0.4 1.0
H 1.0 0.9 1.1

Values from the calculation:
energy above the lowest of the compared OMol25 structures with the same formula, charge and spin	41.8	kcal per mole
LUMO level	-2.8	eV
charge	+1
M	168.15	g mol⁻¹
orbital gap	11.933	eV
HOMO	-14.7	eV

Question: Which formula does entry 5 have?
Answer: C5H15NO2

Question: What is the formula in the fourth record?
Answer: C5H15NO2

Question: Which value of energy above the lowest of the compared OMol25 structures with the same formula, charge and spin does entry 8 give?
Answer: 41.8 kcal per mole

Question: Among the records above, which one has the highest energy above the lowest of the compared OMol25 structures with the same formula, charge and spin?
Answer: number 3